Record 1
This record from the Open Molecules 2025 dataset describes a 2-piece molecular cluster, C4H13N2O overall in a non-equilibrium geometry. The level of theory is ωB97M-V/def2-TZVPD.

XYZ file:
```
20
Properties=species:S:1:pos:R:3
C 1.30094 -0.90499 -1.68961
C 0.17684 0.08381 -1.24541
C -1.10133 -0.66120 -0.86930
N -0.55003 0.12358 1.77625
C -0.60514 -1.14192 1.43878
N -1.06304 -1.56866 0.28077
H 1.31124 -1.73978 -0.99185
H 2.21918 -0.33827 -1.81286
H 1.07812 -1.28445 -2.68544
H 0.53325 0.80150 -0.50902
H -0.06183 0.60726 -2.17248
H -1.94629 0.02126 -0.70772
H -1.38957 -1.19607 -1.77345
H -0.47591 0.28350 2.76739
H -0.66251 0.89446 1.14230
H -0.30983 -1.84643 2.20621
H -1.12765 -2.56239 0.13885
H 0.34384 3.47048 1.02016
H 1.40532 3.87533 2.00077
O 0.92439 3.08299 1.68566
```

## Properties
M ... 105.16 g/mol
Charge ... +1
HOMO energy ... -15.003 eV
HOMO-LUMO gap ... 0.425 Ha

***

Record 2
This record from the Open Molecules 2025 dataset describes a 2-piece molecular cluster, C4H13N2O overall in a non-equilibrium geometry. The level of theory is ωB97M-V/def2-TZVPD.

XYZ file:
```
20
Properties=species:S:1:pos:R:3
C 0.22552 1.15632 -0.73272
C 0.05735 -0.12652 -1.62169
C 0.23001 -1.48201 -1.00819
C 1.10348 -2.39795 -1.42049
N -0.57377 -1.68201 0.15568
N 0.26034 0.92923 0.77636
H -0.67036 1.71542 -0.84098
H 1.06323 1.75163 -1.07267
H -0.93607 -0.01983 -2.07278
H 0.76261 -0.03375 -2.43880
H 1.97164 -2.02037 -1.94446
H 0.96069 -3.41876 -1.09491
H -1.73814 2.81880 2.66919
H -1.58867 -1.78118 0.15782
H -0.24848 -2.46229 0.70361
H 1.20019 0.92327 1.13671
H -0.05954 -0.09324 0.82872
H -0.45521 1.49694 1.24642
H -0.50773 2.53164 3.64272
O -1.05706 2.19466 2.93046
```

## Properties
M ... 105.16 g/mol
Charge ... +1
HOMO energy ... -12.782 eV
HOMO-LUMO gap ... 0.359 Ha

***

Record 3
This record from the Open Molecules 2025 dataset describes a 3-piece molecular cluster, C4H13N2O4 overall in a non-equilibrium geometry. The level of theory is ωB97M-V/def2-TZVPD.

XYZ file:
```
23
Properties=species:S:1:pos:R:3
C 0.65831 -0.67537 -1.05905
C -0.46971 -0.59014 -2.08843
C -1.62447 0.34263 -1.69053
N -1.26684 1.58207 -1.01721
N 0.14780 -0.84126 0.30207
C 1.08170 -1.16590 1.34795
O 2.27864 -0.89380 1.12260
O 0.55511 -1.68952 2.36133
H 1.33423 -1.49193 -1.32909
H 1.23391 0.24711 -1.08427
H -0.03283 -0.23665 -3.02659
H -0.86463 -1.58995 -2.29861
H -2.22276 0.59441 -2.57302
H -2.32309 -0.17686 -1.02831
H -0.56327 2.09594 -1.51888
H -0.89238 1.35488 -0.10331
H -0.75501 -1.28503 0.37402
H 1.27794 1.78052 0.84948
H 2.47950 0.88645 0.98631
O 2.23753 1.84376 0.91576
H -0.68055 -0.72626 3.12464
H -0.43788 0.63013 3.83929
O -1.15128 0.00475 3.59388
```

## Properties
M ... 153.16 g/mol
Charge ... -1
HOMO energy ... -5.290 eV
HOMO-LUMO gap ... 0.323 Ha

***

Record 4
This record from the Open Molecules 2025 dataset describes C4H13N2OS as an isolated structure in a non-equilibrium geometry. The level of theory is ωB97M-V/def2-TZVPD.

XYZ file:
```
21
Properties=species:S:1:pos:R:3
C 0.05599 -0.98992 0.69537
N 0.49830 -1.28903 -0.66808
C 1.90012 -0.88568 -0.85293
C 2.13717 0.62791 -0.74493
S 3.96914 0.88852 -0.50001
C -1.46672 -0.98020 1.03313
N -1.83110 0.42596 1.29408
H 0.46063 0.07863 1.04844
H 0.60570 -1.65238 1.37749
H -0.60155 1.52882 -1.19231
H 2.45701 -1.23415 0.05251
H 2.39637 -1.23847 -1.82534
H 1.48702 0.98270 -1.54759
H 1.51918 0.87766 0.16160
H -1.81609 -1.34139 0.09500
H -1.76160 -1.54776 1.86363
H -1.31694 1.51907 0.27826
H -1.09489 0.73470 1.94662
H -3.33814 1.09811 -1.08125
H -3.55021 0.35220 -1.08876
O -0.70940 2.04469 -0.34491
```

## Properties
M ... 137.23 g/mol
Charge ... -1
HOMO energy ... -3.486 eV
HOMO-LUMO gap ... 0.145 Ha

***

So what do the calculations give for ΔE to the lowest compared entry with this formula, charge and spin? Going down the list: 26.92; 43.86; 0.00; 176.25 kcal per mole.
So what do the calculations give for LUMO level? Going down the list: -3.44; -3.02; 3.49; 0.46 eV.